(1)
2 unconnected molecules or ions with the total composition C4H11N2. Source: OMol25; level of theory: wB97M-V/def2-TZVPD.

Summary:
HOMO   -14.303 eV
Molar mass   87.15 g mol⁻¹
Relative energy (zero: lowest compared OMol25 entry of this formula, charge and spin)   269.47 kJ/mol
Multiplicity   1
HOMO-LUMO gap   9.87 eV
Charge   +1

Structure (XYZ):
```
17
C4H11N2, DFT wB97M-V/def2-TZVPD
C 1.959 0.037 1.613
C 0.562 0.126 1.033
C 1.127 -0.685 -1.161
N 0.538 0.198 -0.465
H 1.948 0.187 2.691
H 2.385 -0.963 1.496
H 2.648 0.746 1.162
H 0.080 1.051 1.353
H -0.084 -0.707 1.304
H 2.116 -1.078 -0.930
H 0.631 -1.030 -2.068
C -2.802 0.054 -0.739
N -1.880 0.743 -1.265
H -3.854 0.283 -0.872
H -2.539 -0.772 -0.084
H -0.751 0.556 -0.947
H -2.085 1.254 -2.121
```



(2)
A single C3H8FNS molecule. Source: OMol25; level of theory: wB97M-V/def2-TZVPD.

Summary:
HOMO   -9.113 eV
Molar mass   109.17 g mol⁻¹
Relative energy (zero: lowest compared OMol25 entry of this formula, charge and spin)   81.17 kJ/mol
Multiplicity   1
HOMO-LUMO gap   9.87 eV
Charge   0

Structure (XYZ):
```
14
C3H8FNS, DFT wB97M-V/def2-TZVPD
N -1.672 -0.505 -0.583
C -1.228 0.193 0.640
C 0.080 0.829 0.352
F -0.153 1.821 -0.632
C 1.150 -0.162 -0.282
S 2.896 0.230 0.017
H -2.684 -0.727 -0.462
H -1.160 -1.358 -0.535
H -1.214 -0.434 1.442
H -1.881 0.969 0.974
H 0.581 1.483 1.044
H 0.882 -1.145 0.030
H 1.026 -0.318 -1.383
H 3.378 -0.876 -0.623
```



(3)
2 unconnected molecules or ions with the total composition C2H7N2OS. Source: OMol25; level of theory: wB97M-V/def2-TZVPD.

Summary:
HOMO (alpha / beta)   -14.268 / -14.366 eV
Molar mass   107.16 g mol⁻¹
Relative energy (zero: lowest compared OMol25 entry of this formula, charge and spin)   344.06 kJ/mol
Multiplicity   1
HOMO-LUMO gap (alpha / beta)   6.75 / 7.52 eV
Charge   +1

Structure (XYZ):
```
13
C2H7N2OS, DFT wB97M-V/def2-TZVPD
C -0.675 0.202 0.006
C -1.983 -0.437 -0.260
N -0.806 1.510 0.285
N 0.368 -0.547 -0.016
O 3.889 -0.862 0.137
S 3.059 0.512 0.017
H -2.505 0.021 -1.118
H -2.709 -0.322 0.678
H -1.890 -1.576 -0.420
H -1.681 1.807 -0.091
H -0.094 2.135 0.402
H 0.269 -1.492 -0.174
H 4.759 -0.950 0.554
```



(4)
A molecular structure, C17H14BMoN3O4S6Sb. Source: OMol25; level of theory: wB97M-V/def2-TZVPD.

Summary:
HOMO   -4.999 eV
Molar mass   745.23 g mol⁻¹
Relative energy (zero: lowest compared OMol25 entry of this formula, charge and spin)   0.00 kJ/mol
Multiplicity   1
HOMO-LUMO gap   6.65 eV
Charge   -1

Structure (XYZ):
```
47
C17H14BMoN3O4S6Sb, DFT wB97M-V/def2-TZVPD
Mo -0.099 0.663 -0.361
S 2.657 -0.301 4.218
Sb 2.343 1.884 3.318
S -0.966 2.514 0.207
S 2.321 1.080 -0.389
S 4.125 2.977 4.066
O -2.805 -4.224 -1.079
C -1.503 -4.557 -1.048
C -1.186 -5.915 -1.087
C 0.132 -6.328 -1.052
C 1.165 -5.398 -0.975
C 0.857 -4.053 -0.939
C -0.465 -3.610 -0.979
C -0.715 -2.153 -0.945
O 0.286 -1.354 -0.922
N -1.955 -1.735 -0.961
N -2.006 -0.340 -0.968
C -3.136 0.107 -1.375
S -3.522 1.810 -1.527
C -4.984 1.512 -2.556
C -5.674 0.270 -2.035
S -4.412 -1.014 -1.850
H -2.859 -3.240 -1.017
H -2.000 -6.626 -1.139
H 0.357 -7.387 -1.079
H 2.196 -5.723 -0.939
H 1.633 -3.302 -0.874
H -4.681 1.384 -3.596
H -5.617 2.396 -2.475
H -6.424 -0.104 -2.733
H -6.145 0.461 -1.071
N -0.180 -0.543 2.677
C -0.191 -0.139 1.591
H 1.465 -0.695 3.697
O 0.567 1.134 -2.511
B 1.649 1.828 -1.836
O 1.832 3.065 -2.466
C 0.850 3.170 -3.412
C 0.589 4.225 -4.256
C -0.488 4.081 -5.132
C -1.259 2.926 -5.154
C -0.987 1.860 -4.295
C 0.073 2.022 -3.439
H 1.191 5.122 -4.229
H -0.728 4.891 -5.809
H -2.087 2.850 -5.847
H -1.576 0.952 -4.290
```



(5)
2 unconnected molecules or ions with the total composition C2H6N4O2S. Source: OMol25; level of theory: wB97M-V/def2-TZVPD.

Summary:
HOMO   -10.345 eV
Molar mass   150.16 g mol⁻¹
Relative energy (zero: lowest compared OMol25 entry of this formula, charge and spin)   70.25 kJ/mol
Multiplicity   1
HOMO-LUMO gap   10.81 eV
Charge   0

Structure (XYZ):
```
15
C2H6N4O2S, DFT wB97M-V/def2-TZVPD
C -2.489 -0.828 -0.193
C -2.114 0.187 -0.944
N 0.467 -2.594 0.340
N 0.775 -1.593 -0.045
N 1.005 -0.551 -0.567
N 1.259 1.240 1.237
O 3.233 -0.118 0.499
O 2.249 1.528 -1.075
S 2.110 0.577 -0.031
H -2.533 -0.757 0.881
H -2.771 -1.777 -0.618
H -2.069 0.121 -2.018
H -1.830 1.137 -0.521
H 1.833 1.293 2.062
H 0.875 2.136 0.991
```



(6)
A molecular structure, C37H102AgNO29. Source: OMol25; level of theory: wB97M-V/def2-TZVPD.

Summary:
HOMO (alpha / beta)   -9.730 / -11.229 eV
⟨S²⟩   0.754
Molar mass   1133.07 g mol⁻¹
Multiplicity   2
HOMO-LUMO gap (alpha / beta)   8.38 / 9.88 eV
Charge   +1

Structure (XYZ):
```
170
C37H102AgNO29, DFT wB97M-V/def2-TZVPD
Ag 8.374 16.196 21.713
C 5.018 15.420 18.297
C 4.330 16.702 18.810
C 2.832 16.738 18.376
C 1.917 15.771 19.286
C 2.161 16.143 20.756
C 3.618 15.979 21.197
N 4.432 16.731 20.295
O 5.545 17.207 20.810
C 4.085 14.459 21.289
C 3.782 16.601 22.574
C 5.048 17.957 18.263
H 4.436 14.593 18.648
H 5.964 15.219 18.790
H 5.109 15.443 17.199
H 2.818 16.364 17.353
H 2.446 17.735 18.401
H 2.139 14.748 19.096
H 0.824 15.759 19.105
H 1.657 15.488 21.463
H 1.874 17.136 21.095
H 5.185 14.388 21.503
H 3.949 13.920 20.392
H 3.503 13.942 21.977
H 2.885 16.393 23.187
H 3.816 17.668 22.468
H 4.627 16.202 23.175
H 6.099 17.843 18.607
H 4.627 18.813 18.704
H 4.951 18.108 17.212
C 8.749 17.153 26.355
C 7.747 17.961 25.528
O 8.364 19.154 25.131
O 9.818 16.828 25.581
H 8.341 16.249 26.767
H 9.136 17.666 27.253
H 6.791 18.208 26.027
H 7.517 17.467 24.531
H 8.076 19.825 25.753
H 10.452 17.510 25.424
C 7.597 22.026 16.388
C 6.753 21.480 15.292
O 6.927 20.102 15.350
O 7.513 21.291 17.557
H 7.245 23.026 16.511
H 8.695 22.049 16.094
H 7.074 22.036 14.364
H 5.625 21.663 15.391
H 6.441 19.601 14.641
H 7.406 20.359 17.301
C -1.060 11.911 23.213
C 0.435 11.898 22.741
O 0.906 13.130 22.170
O -1.857 12.278 22.128
H -1.047 12.583 24.099
H -1.196 10.919 23.644
H 0.563 11.060 22.058
H 1.072 11.718 23.651
H 0.934 12.956 21.211
H -1.650 13.163 21.855
C -0.775 11.977 18.978
C -1.774 12.854 18.303
O -1.553 12.995 16.937
O 0.483 12.512 18.913
H -0.904 10.976 18.523
H -1.140 11.889 20.022
H -1.774 13.827 18.792
H -2.866 12.524 18.410
H -2.303 13.271 16.462
H 1.038 11.892 18.489
C 8.571 13.351 23.639
C 7.589 13.079 22.524
O 7.651 13.924 21.397
O 8.651 14.774 23.726
H 9.619 12.966 23.431
H 8.138 12.844 24.569
H 6.638 13.266 23.091
H 7.618 12.047 22.216
H 8.285 13.658 20.715
H 9.435 14.946 24.263
C 0.341 8.868 15.417
C -0.683 9.934 15.718
O 0.029 11.154 15.620
O 1.454 9.131 16.374
H 0.716 9.010 14.385
H -0.080 7.873 15.581
H -1.105 9.888 16.796
H -1.495 9.895 14.980
H -0.641 11.764 15.986
H 2.286 8.750 15.958
C 7.892 20.755 21.374
C 8.725 19.478 21.736
O 7.736 18.369 21.727
O 7.213 20.676 20.120
H 8.442 21.697 21.280
H 7.186 20.980 22.172
H 9.176 19.498 22.717
H 9.388 19.235 20.880
H 6.920 18.653 21.347
H 7.540 21.395 19.583
C 3.507 13.003 14.257
C 2.585 13.061 15.463
O 2.852 11.898 16.350
O 4.840 13.196 14.719
H 3.222 13.803 13.538
H 3.351 12.000 13.799
H 1.558 13.014 15.166
H 2.749 13.997 15.948
H 2.250 11.204 15.998
H 5.166 12.507 15.352
C 10.314 13.361 17.731
C 8.964 13.796 17.977
O 8.972 14.537 19.232
O 11.133 14.474 17.386
H 10.430 12.506 17.034
H 10.809 12.911 18.591
H 8.272 12.964 18.115
H 8.610 14.415 17.163
H 9.331 15.435 19.048
H 10.844 14.564 16.491
C 13.003 16.654 20.227
C 11.811 16.306 21.063
O 10.531 16.526 20.421
O 12.853 16.116 18.943
H 13.811 16.233 20.810
H 13.182 17.785 20.153
H 11.899 16.835 22.013
H 11.906 15.191 21.234
H 10.668 17.228 19.761
H 12.316 15.299 18.844
C 10.890 18.919 16.164
C 10.526 17.839 17.088
O 10.284 18.340 18.427
O 9.847 19.826 15.893
H 11.260 18.595 15.199
H 11.786 19.512 16.433
H 11.535 17.298 17.223
H 9.639 17.184 16.787
H 9.880 19.201 18.364
H 9.295 19.533 15.213
C 7.334 16.727 15.129
C 6.172 17.185 14.404
O 6.336 18.296 13.426
O 8.161 16.138 14.197
H 7.067 16.239 16.109
H 7.937 17.643 15.546
H 5.377 17.597 15.081
H 5.735 16.327 13.827
H 6.854 18.052 12.610
H 7.735 15.267 14.009
C 8.201 12.678 14.132
C 9.589 13.114 14.148
O 9.982 14.193 14.978
O 7.354 13.690 13.524
H 7.807 12.475 15.121
H 8.173 11.767 13.485
H 9.965 13.334 13.154
H 10.234 12.296 14.511
H 9.514 15.045 14.672
H 6.550 13.746 14.026
C 5.681 9.836 16.839
C 5.549 9.316 15.422
O 4.166 9.585 15.016
O 5.496 11.242 16.795
H 6.719 9.584 17.182
H 4.971 9.380 17.487
H 5.838 8.297 15.308
H 6.175 10.001 14.828
H 3.986 9.266 14.104
H 4.548 11.499 16.745
```



(7)
A molecular structure, C14H23N2. Source: OMol25; level of theory: wB97M-V/def2-TZVPD.

Summary:
HOMO   -12.083 eV
Molar mass   219.35 g mol⁻¹
Relative energy (zero: lowest compared OMol25 entry of this formula, charge and spin)   81.99 kJ/mol
Multiplicity   1
HOMO-LUMO gap   9.49 eV
Charge   +1

Structure (XYZ):
```
39
C14H23N2, DFT wB97M-V/def2-TZVPD
C -0.001 -1.532 -2.840
N -0.269 -0.525 -1.814
C -0.747 0.749 -2.236
C -0.026 1.925 -1.942
C -0.501 3.169 -2.357
C -1.727 3.280 -3.033
C -2.429 2.108 -3.371
C -1.917 0.856 -3.025
C -0.382 -0.944 -0.468
H 0.124 -1.039 -3.819
H 0.942 -2.050 -2.632
H -0.788 -2.296 -2.934
H 0.926 1.832 -1.409
H 0.066 4.074 -2.131
H -2.112 4.246 -3.322
H -3.385 2.178 -3.893
H -2.434 -0.057 -3.326
H -1.404 -0.825 -0.045
H 0.031 -1.940 -0.355
C -0.879 -1.740 2.487
C 0.225 -0.668 2.419
C -0.189 0.547 3.240
C 1.574 -1.196 2.982
C 2.554 -1.220 1.809
C 2.046 -0.250 0.780
N 0.541 -0.210 0.992
H -0.962 -2.034 3.550
H -1.838 -1.308 2.155
H -0.605 -2.632 1.885
H -0.393 0.253 4.281
H 0.629 1.288 3.248
H -1.102 0.986 2.833
H 1.952 -0.507 3.749
H 1.458 -2.163 3.489
H 3.566 -0.989 2.124
H 2.621 -2.236 1.414
H 2.513 0.741 0.965
H 2.174 -0.569 -0.254
H 0.146 0.695 0.807
```



(8)
A molecular structure, C3H8N4. Source: OMol25; level of theory: wB97M-V/def2-TZVPD.

Summary:
HOMO   -8.586 eV
Molar mass   100.12 g mol⁻¹
Relative energy (zero: lowest compared OMol25 entry of this formula, charge and spin)   453.75 kJ/mol
Multiplicity   1
HOMO-LUMO gap   9.59 eV
Charge   0

Structure (XYZ):
```
15
C3H8N4, DFT wB97M-V/def2-TZVPD
C -0.171 0.426 -0.134
C 0.743 1.251 0.773
C -0.464 -2.056 0.204
N -2.441 0.638 -0.210
N -2.467 -0.387 0.370
N -1.345 1.180 -0.625
N -0.641 -0.721 0.662
H 0.300 0.128 -0.978
H 1.646 1.424 0.286
H 1.008 0.694 1.689
H 0.565 2.295 0.992
H -0.553 -1.984 -0.873
H 0.467 -2.342 0.466
H -1.196 -2.625 0.656
H -1.368 2.164 -0.877
```